No. 1
# C30H30N2O2S

2 unconnected molecules or ions with the total composition C30H30N2O2S in a non-equilibrium geometry (wB97M-V/def2-TZVPD, the OMol25 dataset).

Summary:
- M: 482.65 g/mol
- E_HOMO: -6.7 eV

```
! wB97M-V def2-TZVPD RIJCOSX def2/J DEFGRID3
* xyz 0 1
S -1.00353 3.96052 -0.32215
O -0.03249 4.76188 -1.04995
O -2.03091 4.68364 0.40906
N 0.27502 -1.98588 2.09665
N -0.41100 2.68264 0.36538
C -0.00155 -1.05761 1.18085
C 1.86500 -3.53884 0.23184
C 0.97795 -0.24708 0.58126
C -4.09698 0.97435 -4.64680
C 4.07645 2.11045 -1.37009
C 1.90650 1.09189 -2.80779
C 2.54320 -3.82009 -0.95606
C 1.67514 -2.33231 2.42839
C 1.93672 0.92029 -1.39680
C -2.14696 0.13383 4.95227
C -3.92616 1.94121 -2.31515
C -3.47253 -0.27906 5.13862
C 3.80752 -2.37569 1.07945
C -0.80211 -2.71953 2.78920
C -1.71826 -1.83954 3.60756
C 4.01774 2.27942 -2.75875
C 2.92872 1.75937 -3.47568
C -3.23282 2.64686 -1.33195
C 0.87245 0.23890 -0.70227
C -3.04248 -2.25041 3.80148
C 3.87070 -3.40416 -1.11263
C 2.47250 -2.76864 1.22465
C -3.34777 1.70431 -3.56957
C -2.04899 2.16406 -3.81882
C -3.92176 -1.47399 4.55773
C 4.50023 -2.67611 -0.09625
C -1.26931 -0.65225 4.19235
C 3.05610 1.44005 -0.69793
C -1.34717 2.87716 -2.84795
C -1.93417 3.08616 -1.59783
H -1.58232 1.96682 -4.78806
H 3.09920 1.33189 0.38642
H -5.08653 0.67662 -4.28984
H -3.36783 -3.18503 3.33916
H -1.05218 -0.92858 0.90246
H 1.86517 -0.01251 1.17641
H 4.28255 -1.80539 1.88223
H 5.53317 -2.34136 -0.21578
H 4.81680 2.80920 -3.27843
H -3.68952 2.84674 -0.36709
H 4.92032 2.50290 -0.80129
H 1.63542 -3.13600 3.17580
H -0.03588 0.01082 -1.26824
H -4.93542 1.57084 -2.11293
H -4.95334 -1.80409 4.69726
H 4.41268 -3.65063 -2.02645
H -0.32306 -3.47641 3.42469
H -4.15527 0.32612 5.73572
H -1.78678 1.06221 5.39889
H 0.21377 3.00506 1.11386
H -4.22446 1.60184 -5.53823
H 2.15761 -1.46548 2.90624
H -1.40901 -3.25392 2.04020
H -0.23479 -0.33270 4.04788
H 1.05808 0.67898 -3.35885
H -0.34658 3.25043 -3.04725
H 0.83384 -3.87208 0.37054
H 2.88444 1.87874 -4.55962
H -3.55267 0.07502 -4.95991
H 2.02762 -4.36581 -1.74815
*
```

=====

No. 2
# C48H104N5O9

9 unconnected molecules or ions with the total composition C48H104N5O9 in a non-equilibrium geometry (wB97M-V/def2-TZVPD, the OMol25 dataset).

Summary:
- M: 895.39 g/mol
- E_HOMO: -9.5 eV

```
! wB97M-V def2-TZVPD RIJCOSX def2/J DEFGRID3
* xyz 1 1
O 13.61418 11.30071 11.63338
O 18.67457 7.42811 10.80578
O 19.90171 8.04946 17.97977
O 15.28877 13.98484 15.90347
O 12.03212 8.24276 15.07557
O 18.64304 9.21720 16.64719
O 12.05695 9.30558 17.16333
O 13.10412 14.27829 15.65977
O 15.71384 11.67354 12.12067
N 18.50174 12.76350 14.90008
N 16.79645 7.96917 13.54876
N 10.02728 9.16786 12.33012
N 11.98271 12.92071 18.86540
N 14.91343 13.38027 8.79175
C 12.44501 8.44537 16.27794
C 18.06837 14.15504 14.48399
C 9.40135 13.93557 19.83409
C 10.84009 13.03367 17.85320
C 15.07927 7.76253 11.86812
C 18.81830 8.19374 17.21384
C 19.07826 12.82830 16.30652
C 11.63477 7.92916 10.86493
C 11.45659 8.86201 12.05293
C 10.64971 13.94141 20.69627
C 17.41668 8.07267 10.94325
C 9.35572 7.85991 12.59516
C 17.29134 11.84988 14.91156
C 12.90222 14.13864 18.72735
C 19.27161 12.32553 12.53833
C 17.71652 14.14093 12.97693
C 12.08228 10.65843 8.60096
C 14.30321 14.55196 15.43818
C 14.47481 15.89983 14.66138
C 18.81215 13.87106 18.68775
C 14.16984 11.11681 13.91279
C 10.67557 12.10178 14.86241
C 16.09284 12.43561 8.98918
C 9.31205 9.94237 11.30985
C 17.78962 7.16225 17.32104
C 14.54548 11.39562 12.44569
C 16.56446 7.54232 12.22392
C 14.52367 10.01830 19.26395
C 10.95991 6.59478 11.18702
C 19.60092 12.22044 14.01853
C 14.17468 16.23203 8.40129
C 15.08828 14.03162 7.46687
C 12.78441 11.61765 18.62390
C 19.58591 7.40666 11.88294
C 13.57231 7.52706 16.66258
C 14.12080 11.49177 19.28373
C 9.84240 14.10824 18.36246
C 15.00285 14.45893 9.86086
C 10.48140 11.42566 13.46343
C 14.15964 15.23921 7.26225
C 14.02127 15.55026 9.75876
C 18.08778 13.25439 17.42850
C 13.58541 12.64808 9.03950
C 9.44246 6.87900 11.44987
C 13.48386 11.22805 8.43299
C 9.89852 9.98595 13.55037
C 18.86311 13.76505 12.08944
C 11.54504 12.78506 20.26165
H 14.85450 13.32920 6.69734
H 18.21198 6.08855 17.22312
H 10.34754 9.46042 14.40064
H 18.44074 11.64541 12.32183
H 19.52872 13.21207 19.10916
H 12.99581 15.29122 9.98767
H 16.20689 11.82632 8.08860
H 11.36511 11.48378 12.77579
H 8.27149 8.02861 12.79719
H 8.84036 14.81013 20.14154
H 19.43182 14.70489 18.40928
H 17.74042 8.06406 13.79127
H 11.78208 10.74379 9.62615
H 11.96127 9.78234 11.91124
H 13.69353 14.07238 19.50326
H 11.33121 6.13540 12.05115
H 20.49456 12.85818 14.24540
H 11.09920 14.92887 20.76911
H 9.69325 12.49379 15.26839
H 12.39038 15.05467 18.85758
H 13.14170 14.91134 7.03221
H 16.87768 13.51567 12.77416
H 16.93205 7.49755 16.67295
H 13.59281 16.11587 14.09663
H 17.50225 9.19872 10.94773
H 8.99092 7.33967 10.57535
H 12.10486 9.61861 8.34022
H 14.64549 16.74108 15.41813
H 16.77287 7.75628 10.10561
H 14.31529 16.22001 10.54579
H 13.56019 17.14504 8.18983
H 17.37788 15.17868 12.80542
H 11.09235 5.95234 10.29243
H 14.41536 8.08775 17.07444
H 15.35724 15.91058 14.10778
H 19.92906 7.35852 18.54680
H 9.82135 7.43169 13.49502
H 14.95805 13.89621 10.75596
H 14.57682 15.77057 6.39894
H 12.95611 11.54510 17.53774
H 9.02628 13.98059 17.67045
H 13.46311 12.51707 10.15970
H 11.42500 11.23629 7.95223
H 18.93019 14.77318 14.73457
H 19.61937 14.54929 12.14231
H 14.91564 8.77839 11.55213
H 15.98325 14.83322 9.83656
H 12.11582 10.78328 18.82955
H 8.81369 10.05878 13.71155
H 14.48736 9.60447 18.33163
H 11.40411 12.95290 14.90276
H 17.37242 14.02507 17.15143
H 14.23466 10.65856 9.07139
H 10.97966 11.90942 20.20643
H 19.89595 8.36107 12.28480
H 10.38515 13.62696 21.71370
H 9.73005 12.03436 13.00147
H 13.39872 10.25542 13.89530
H 16.36028 8.86762 13.73140
H 11.27558 8.36042 9.90959
H 12.70990 7.81629 10.82240
H 20.16229 12.02164 11.97469
H 13.98390 6.84937 15.94118
H 17.67800 11.01950 15.48966
H 13.32506 14.12049 17.74998
H 12.81151 13.27873 8.62658
H 14.89488 12.10070 18.66377
H 15.15760 16.61356 8.32420
H 19.41680 11.83421 16.61104
H 11.26390 13.24239 16.88949
H 14.17159 11.91362 20.30412
H 17.52472 7.16874 18.41148
H 10.36637 12.04051 17.87180
H 16.94499 13.05414 9.07593
H 14.50231 7.52431 12.77844
H 17.16852 14.41972 15.05021
H 8.80174 13.02993 20.02649
H 12.39326 12.66840 20.93910
H 16.63711 6.47608 12.14623
H 20.49442 6.83602 11.58769
H 8.97576 9.45310 10.43147
H 19.73383 11.21040 14.36184
H 19.90817 13.49407 16.21818
H 13.92404 9.36593 19.90934
H 16.92661 11.71361 13.87246
H 13.23800 6.93026 17.52923
H 14.88054 10.75110 14.63281
H 17.44412 12.50558 17.94274
H 18.15767 14.26332 19.49552
H 8.89640 6.00619 11.72614
H 10.94138 11.41099 15.64120
H 13.82257 11.17209 7.40420
H 16.15395 14.28664 7.37585
H 13.76136 11.98673 14.43996
H 11.82374 8.35411 12.95032
H 10.01409 10.73914 11.05512
H 15.57154 9.90332 19.62081
H 15.92231 11.83662 9.93016
H 16.54185 12.46978 15.42136
H 10.29120 15.09578 18.32601
H 14.68024 7.01412 11.13382
H 8.43318 10.46598 11.76021
H 19.20576 6.81908 12.74888
H 18.53943 13.79304 11.05402
*
```

=====

- What is the formula in the first record?
  C30H30N2O2S